one:
Below is C5H11N2O as an isolated structure, with properties calculated with ωB97M-V with the def2-TZVPD basis set.

Output
Total charge ... +1

CARTESIAN COORDINATES (ANGSTROEM)
C (0.211, -0.511, -1.907)
C (0.381, 1.512, -0.640)
C (0.099, -0.159, 0.339)
C (1.107, -0.437, 1.466)
C (-1.379, 0.110, 0.784)
N (0.127, -1.055, -0.712)
N (0.345, 0.805, -1.884)
O (-2.002, -1.108, 0.970)
H (0.287, -0.975, -2.777)
H (-0.411, 2.171, -0.183)
H (1.399, 1.879, -0.319)
H (1.044, 0.205, 2.290)
H (2.087, -0.288, 0.873)
H (1.023, -1.424, 1.722)
H (-1.860, 0.532, -0.111)
H (-1.320, 0.840, 1.537)
H (-0.139, -1.997, -0.552)
H (0.614, 1.446, -2.709)
H (-1.614, -1.545, 1.813)


two:
Below is an isolated ion of composition C5H11N2O and charge +1, with properties calculated with ωB97M-V with the def2-TZVPD basis set.

Output
SMILES string ... [H]/N=C(\O)C[NH2+]C(=C)C
Total charge ... +1

CARTESIAN COORDINATES (ANGSTROEM)
H (-0.821, 1.497, 3.075)
N (-0.394, 1.658, 2.116)
C (-1.040, 1.102, 1.215)
O (-2.103, 0.242, 1.274)
C (-0.637, 1.266, -0.191)
N (-0.541, 0.091, -1.004)
C (0.430, -0.840, -0.600)
C (0.019, -1.831, 0.240)
C (1.867, -0.342, -0.889)
H (-2.372, 0.041, 2.226)
H (-1.304, 1.965, -0.693)
H (0.438, 1.675, -0.211)
H (-1.495, -0.194, -1.089)
H (-0.335, 0.508, -1.999)
H (-1.098, -1.934, 0.440)
H (0.696, -2.493, 0.685)
H (2.181, 0.425, -0.212)
H (1.972, 0.065, -1.931)
H (2.539, -1.138, -0.711)


Most stable: two. Least stable: one.


one:
Below is an isolated ion of composition C5H11N2O and charge +1, with properties calculated with ωB97M-V with the def2-TZVPD basis set.

Output
Total charge ... +1

CARTESIAN COORDINATES (ANGSTROEM)
C (-1.944, -1.040, 0.374)
C (-1.969, 0.266, 0.109)
C (0.679, -0.028, 0.114)
C (-3.164, 1.028, -0.286)
C (3.329, -0.173, 0.366)
N (-0.893, -1.779, 0.141)
N (2.102, 0.133, -0.459)
O (0.348, -1.302, -0.163)
H (-2.813, -1.723, 0.616)
H (-1.018, 0.685, -0.056)
H (0.611, 0.279, 1.278)
H (-2.951, 1.330, -1.349)
H (-3.192, 2.008, 0.302)
H (-4.194, 0.450, -0.191)
H (4.148, -0.243, -0.416)
H (3.487, 0.663, 1.104)
H (3.146, -1.220, 0.757)
H (2.058, -0.370, -1.370)
H (2.230, 1.036, -0.871)


two:
Below is an isolated ion of composition C5H11N2O and charge +1, with properties calculated with ωB97M-V with the def2-TZVPD basis set.

Output
Total charge ... +1

CARTESIAN COORDINATES (ANGSTROEM)
C (0.780, -1.129, -0.213)
C (-0.248, -0.022, -0.407)
C (-1.114, 1.159, 1.579)
C (1.664, -1.225, -1.393)
C (0.374, 1.317, -0.530)
N (0.929, -1.960, 0.681)
N (-1.262, -0.003, 0.743)
O (-2.371, 1.436, 1.980)
H (-0.722, -0.158, -1.345)
H (0.437, -2.120, 1.518)
H (2.672, -0.888, -1.147)
H (1.317, -0.397, -2.121)
H (1.830, -2.288, -1.794)
H (0.709, 1.429, -1.588)
H (1.136, 1.723, 0.059)
H (-0.446, 2.029, -0.452)
H (-2.195, 0.002, 0.214)
H (-1.090, -0.836, 1.382)
H (-2.400, 1.931, 2.834)


Most stable: two. Least stable: one.


one:
Below is a single C8H9NO3 molecule, with properties calculated with ωB97M-V with the def2-TZVPD basis set.

Output
SMILES string ... CC1=CC=CC(=O)[C@]1(C)[N+](=O)[O-]
Total charge ... 0

CARTESIAN COORDINATES (ANGSTROEM)
C (2.141, -0.025, -0.764)
C (0.957, -0.135, 0.137)
C (1.106, -0.356, 1.475)
C (-0.046, -0.302, 2.360)
C (-1.285, 0.227, 2.022)
C (-1.644, 0.336, 0.627)
O (-2.734, 0.319, 0.147)
C (-0.400, -0.002, -0.478)
C (-0.590, 1.051, -1.555)
N (-0.930, -1.285, -0.979)
O (-0.748, -2.319, -0.394)
O (-1.605, -1.044, -1.986)
H (2.657, -0.942, -1.007)
H (2.941, 0.733, -0.411)
H (1.792, 0.507, -1.668)
H (2.073, -0.577, 1.843)
H (0.209, -0.435, 3.418)
H (-2.041, 0.554, 2.644)
H (-1.592, 1.057, -1.851)
H (-0.018, 0.655, -2.457)
H (-0.243, 1.985, -1.124)


two:
Below is a single C8H9NO3 molecule, with properties calculated with ωB97M-V with the def2-TZVPD basis set.

Output
Total charge ... 0

CARTESIAN COORDINATES (ANGSTROEM)
C (3.455, 1.502, -0.535)
C (4.461, 0.679, -0.163)
C (4.578, -0.599, 0.146)
C (1.873, -0.152, -0.100)
C (-0.261, 0.840, 0.758)
C (-0.012, -1.442, 0.581)
C (-1.425, 0.836, -0.206)
C (-1.051, -1.478, -0.475)
N (0.667, -0.184, 0.393)
O (5.088, -1.622, 0.384)
O (2.163, 1.127, -0.502)
O (-2.006, -0.417, -0.367)
H (3.578, 2.465, -0.888)
H (0.332, 1.774, 0.494)
H (-0.535, 0.746, 1.717)
H (-0.433, -1.406, 1.500)
H (0.742, -2.234, 0.420)
H (-2.213, 1.492, 0.213)
H (-1.122, 1.390, -1.205)
H (-0.448, -1.534, -1.361)
H (-1.586, -2.483, -0.450)


Most stable: one. Least stable: two.


one:
Below is C18H40N5OP3Tc as an isolated structure, with properties calculated with ωB97M-V with the def2-TZVPD basis set.

Output
Total charge ... +4
2S+1 ... 4
Expectation value of S² ... 3.78

CARTESIAN COORDINATES (ANGSTROEM)
Tc (-0.346, -0.023, 0.808)
P (-2.599, -0.267, 0.214)
P (0.283, -2.224, 0.504)
P (0.317, 2.162, 0.408)
H (3.854, -1.382, -1.252)
C (4.349, -0.487, -0.858)
C (4.640, -0.262, 0.433)
H (4.484, -0.975, 1.249)
C (-3.279, -1.385, -1.065)
C (-3.647, -0.725, 1.634)
C (-3.269, 1.328, -0.375)
C (2.008, -2.354, 1.080)
C (-0.546, -3.346, 1.715)
C (0.164, -3.133, -1.070)
C (2.074, 2.663, 0.456)
C (-0.394, 3.188, 1.753)
C (-0.249, 2.991, -1.114)
H (4.631, 0.266, -1.606)
H (5.115, 0.688, 0.710)
H (-4.338, -1.144, -1.263)
H (-3.201, -2.438, -0.766)
H (-2.681, -1.215, -1.974)
H (-4.681, -0.414, 1.443)
H (-3.282, -0.227, 2.540)
H (-3.614, -1.811, 1.790)
H (-4.349, 1.222, -0.529)
H (-2.792, 1.579, -1.331)
H (-3.080, 2.127, 0.352)
H (2.319, -3.408, 1.107)
H (2.046, -1.941, 2.101)
H (2.697, -1.778, 0.449)
H (-0.576, -4.371, 1.324)
H (-1.572, -3.013, 1.917)
H (0.017, -3.326, 2.658)
H (1.016, -3.816, -1.224)
H (0.127, -2.391, -1.882)
H (-0.768, -3.717, -1.097)
H (2.205, 3.609, -0.082)
H (2.705, 1.888, 0.006)
H (2.371, 2.804, 1.505)
H (-0.334, 4.253, 1.500)
H (0.185, 3.004, 2.666)
H (-1.440, 2.914, 1.939)
H (0.424, 3.825, -1.351)
H (-1.265, 3.387, -1.000)
H (-0.232, 2.268, -1.940)
C (-0.310, 0.041, -3.502)
C (-1.021, -0.094, -4.750)
C (-0.611, 0.614, -5.861)
C (0.552, 1.393, -5.831)
C (1.337, 1.438, -4.668)
C (0.962, 0.737, -3.536)
O (-0.806, -0.393, -2.411)
H (0.954, 0.548, 1.629)
H (-1.918, -0.716, -4.744)
H (-1.205, 0.548, -6.775)
H (0.858, 1.963, -6.709)
H (2.255, 2.029, -4.646)
H (1.556, 0.738, -2.624)
N (1.328, -1.115, 5.787)
N (0.603, -0.508, 4.770)
N (-0.547, 0.140, 5.098)
C (-1.126, 0.269, 3.910)
N (-0.390, -0.282, 2.901)
N (0.680, -0.906, 3.508)
H (2.308, -1.152, 5.536)
H (1.142, -0.616, 6.648)
H (-2.099, 0.729, 3.790)


two:
Below is C18H40N5OP3Tc as an isolated structure, with properties calculated with ωB97M-V with the def2-TZVPD basis set.

Output
Total charge ... +4
2S+1 ... 4
Expectation value of S² ... 3.95

CARTESIAN COORDINATES (ANGSTROEM)
Tc (-0.075, 0.442, 0.246)
P (-2.130, 0.034, 0.606)
P (0.492, -0.806, 2.496)
P (0.479, 1.591, -1.726)
H (2.011, -1.961, 0.315)
C (2.433, -1.050, -0.252)
C (3.053, 0.031, 0.309)
H (3.154, 0.189, 1.438)
C (-2.718, -1.687, 0.643)
C (-2.838, 0.792, 2.104)
C (-2.956, 0.812, -0.775)
C (2.184, -1.166, 3.140)
C (-0.015, 0.248, 3.963)
C (-0.340, -2.363, 2.874)
C (2.209, 1.959, -2.265)
C (-0.147, 3.302, -1.640)
C (-0.283, 1.068, -3.321)
H (2.353, -1.122, -1.384)
H (3.161, 1.015, -0.278)
H (-3.532, -1.688, -0.094)
H (-3.082, -1.981, 1.638)
H (-1.944, -2.384, 0.288)
H (-3.892, 0.953, 1.834)
H (-2.370, 1.760, 2.358)
H (-2.752, 0.086, 2.945)
H (-4.011, 0.623, -0.591)
H (-2.632, 0.320, -1.694)
H (-2.782, 1.891, -0.844)
H (2.112, -1.786, 4.049)
H (2.709, -0.234, 3.400)
H (2.766, -1.703, 2.384)
H (-0.196, -0.412, 4.826)
H (-0.920, 0.838, 3.765)
H (0.811, 0.938, 4.210)
H (0.184, -2.863, 3.687)
H (-0.310, -2.999, 1.993)
H (-1.378, -2.207, 3.159)
H (2.199, 2.418, -3.266)
H (2.821, 1.051, -2.306)
H (2.683, 2.661, -1.568)
H (-0.206, 3.734, -2.644)
H (0.517, 3.923, -1.034)
H (-1.145, 3.324, -1.199)
H (0.352, 1.372, -4.162)
H (-1.287, 1.500, -3.449)
H (-0.358, -0.031, -3.266)
C (-0.602, -2.499, -2.433)
C (-1.656, -3.429, -2.581)
C (-1.768, -4.141, -3.745)
C (-0.875, -3.937, -4.791)
C (0.229, -3.095, -4.591)
C (0.378, -2.363, -3.455)
O (-0.666, -1.750, -1.386)
H (0.396, -0.615, -0.844)
H (-2.363, -3.519, -1.765)
H (-2.581, -4.832, -3.851)
H (-0.981, -4.498, -5.705)
H (0.944, -2.981, -5.383)
H (1.205, -1.681, -3.292)
N (2.684, 3.496, 3.752)
N (2.032, 3.282, 2.578)
N (0.791, 3.892, 2.519)
C (0.159, 3.131, 1.664)
N (0.842, 1.983, 1.334)
N (2.027, 2.046, 1.998)
H (3.640, 3.201, 3.730)
H (2.596, 4.465, 4.077)
H (-0.812, 3.411, 1.256)


Most stable: one. Least stable: two.


one:
Below is C5H15NOS as an isolated structure, with properties calculated with ωB97M-V with the def2-TZVPD basis set.

Output
Total charge ... +1
2S+1 ... 2
Expectation value of S² ... 0.75

CARTESIAN COORDINATES (ANGSTROEM)
C (1.469, 0.627, 0.372)
N (0.403, 0.270, -0.311)
C (-0.844, 0.060, 0.431)
C (-1.771, -0.653, -0.596)
S (-3.531, -0.542, -0.226)
C (-0.774, -0.773, 1.700)
C (2.763, 0.198, -0.359)
H (1.510, -0.052, 1.497)
H (1.610, 1.676, 0.653)
H (2.020, -0.368, 2.063)
H (-1.326, 1.057, 0.408)
H (-1.647, -1.741, -0.507)
H (-1.474, -0.338, -1.603)
H (-3.921, -1.636, -0.912)
H (-0.409, -1.721, 1.293)
H (-1.759, -0.853, 2.175)
H (-0.196, -0.379, 2.535)
H (2.759, 0.656, -1.353)
H (2.773, -0.888, -0.528)
H (3.532, 0.481, 0.363)
H (-0.264, 1.332, -1.637)
H (-0.234, 1.715, -3.138)
O (-0.688, 1.872, -2.318)


two:
Below is a 2-piece molecular cluster, C5H15NOS overall, with properties calculated with ωB97M-V with the def2-TZVPD basis set.

Output
Total charge ... +1
2S+1 ... 2
Expectation value of S² ... 0.75

CARTESIAN COORDINATES (ANGSTROEM)
C (-1.450, -1.779, -0.836)
C (-0.523, -0.583, -0.815)
C (-1.293, 0.663, -0.407)
C (-0.340, 1.834, -0.005)
S (-0.161, 1.935, 1.774)
C (1.123, 0.820, 2.228)
N (0.143, -0.451, -2.107)
H (-2.168, -1.724, -1.658)
H (-0.942, -2.740, -0.934)
H (-2.019, -1.780, 0.106)
H (0.291, -0.803, -0.135)
H (-1.933, 0.462, 0.465)
H (-1.906, 1.054, -1.210)
H (0.634, 1.764, -0.492)
H (-0.843, 2.773, -0.170)
H (2.075, 1.373, 2.354)
H (0.951, 0.439, 3.247)
H (1.244, 0.040, 1.473)
H (1.025, 0.049, -2.085)
H (-0.464, -0.082, -2.824)
H (2.075, -3.584, -2.254)
H (1.664, -2.789, -1.025)
O (1.976, -3.674, -1.299)


Most stable: two. Least stable: one.


one:
Below is a single C2 molecule, with properties calculated with ωB97M-V with the def2-TZVPD basis set.

Output
Total charge ... 0

CARTESIAN COORDINATES (ANGSTROEM)
C (0.186, -0.614, 0.277)
C (-0.186, 0.614, -0.277)


two:
Below is a single C2 molecule, with properties calculated with ωB97M-V with the def2-TZVPD basis set.

Output
Total charge ... 0

CARTESIAN COORDINATES (ANGSTROEM)
C (0.000, 0.000, 0.649)
C (0.000, 0.000, -0.649)


Most stable: two. Least stable: one.